Arrangement i

{"formula": "C6H12N2", "method": "ωB97M-V with the def2-TZVPD basis set", "elements": ["C", "C", "N", "C", "C", "C", "C", "N", "H", "H", "H", "H", "H", "H", "H", "H", "H", "H", "H", "H"], "positions_angstrom": [[1.32, -1.19, 0.90], [0.33, -0.94, -0.24], [0.99, -0.52, -1.46], [-1.17, -0.10, 0.21], [-1.96, 0.04, -1.09], [-0.83, 1.19, 0.85], [0.37, 1.70, 0.69], [1.44, 2.22, 0.69], [0.81, -1.29, 1.86], [1.88, -2.11, 0.71], [2.07, -0.40, 0.98], [-0.14, -1.90, -0.46], [1.62, -1.24, -1.80], [1.54, 0.32, -1.31], [-1.74, -0.72, 0.91], [-2.82, 0.70, -0.95], [-2.33, -0.93, -1.42], [-1.35, 0.47, -1.89], [-1.58, 1.72, 1.44], [1.53, 2.97, 1.39]], "nbo_charge": [-0.65, -0.04, -0.85, -0.18, -0.62, -0.57, 0.60, -0.76, 0.21, 0.21, 0.21, 0.19, 0.37, 0.36, 0.20, 0.20, 0.20, 0.23, 0.26, 0.44], "e_lumo_ev": 0.34, "orbital_gap_ev": 8.111, "homo_ha": -0.28561, "smiles": "C[C@H](N)[C@H](C)C=C=N"}

***

Arrangement ii

{"formula": "C6H12N2", "method": "ωB97M-V with the def2-TZVPD basis set", "elements": ["C", "C", "C", "C", "N", "C", "C", "N", "H", "H", "H", "H", "H", "H", "H", "H", "H", "H", "H", "H"], "positions_angstrom": [[-1.97, 0.31, -0.34], [-1.52, -1.20, -0.27], [0.01, -0.85, -0.17], [1.51, -1.17, -0.01], [1.96, 0.24, -0.31], [0.82, 1.50, -0.34], [-0.81, 1.14, 0.36], [-0.24, -0.14, 1.15], [-2.64, 0.77, 0.28], [-2.19, 0.75, -1.41], [-1.63, -1.49, -1.49], [-1.77, -1.79, 0.68], [0.19, -0.15, -0.95], [1.67, -1.50, 1.16], [1.79, -2.03, -0.66], [3.02, 0.31, 0.01], [0.78, 1.66, -1.42], [1.08, 2.29, 0.23], [-1.32, 1.94, 0.83], [0.76, 0.18, 1.41]], "nbo_charge": [-0.43, -0.42, -0.09, -0.22, -0.75, -0.22, -0.03, -0.63, 0.22, 0.20, 0.21, 0.26, 0.19, 0.17, 0.21, 0.40, 0.20, 0.19, 0.19, 0.36], "e_lumo_ev": 1.08, "orbital_gap_ev": 9.729, "homo_ha": -0.31800, "smiles": "C1C[C@@H]2CNC[C@@H]1N2"}

***

Arrangement iii

{"formula": "C6H12N2", "method": "ωB97M-V with the def2-TZVPD basis set", "elements": ["C", "C", "C", "N", "C", "N", "H", "H", "H", "H", "H", "H", "C", "C", "H", "H", "H", "H", "H", "H"], "positions_angstrom": [[2.35, 0.73, -0.63], [1.15, 0.87, 0.25], [0.85, 0.14, 1.37], [-0.11, 0.83, 2.08], [-0.30, 1.98, 1.38], [0.44, 2.07, 0.33], [3.33, 0.78, -0.15], [2.44, 1.29, -1.55], [2.43, -0.35, -0.83], [0.98, -0.92, 1.50], [-0.62, 0.65, 2.94], [-0.88, 2.82, 1.73], [-1.92, -0.71, -1.10], [-1.08, -1.98, -1.03], [-1.31, 0.18, -0.96], [-2.44, -0.56, -2.05], [-2.71, -0.74, -0.35], [-0.04, -1.79, -1.27], [-1.16, -2.45, -0.04], [-1.41, -2.84, -1.62]], "nbo_charge": [-0.65, 0.08, -0.11, -0.54, 0.17, -0.46, 0.22, 0.24, 0.21, 0.21, 0.42, 0.19, -0.62, -0.62, 0.22, 0.21, 0.20, 0.21, 0.20, 0.21], "e_lumo_ev": 0.90, "orbital_gap_ev": 9.510, "homo_ha": -0.31635, "smiles": "Cc1c[nH]cn1.CC"}

***

Best to worst by energy: arrangement iii, arrangement i, arrangement ii.

***

Arrangement i

{"formula": "C6H12N2", "method": "ωB97M-V with the def2-TZVPD basis set", "elements": ["C", "C", "C", "C", "C", "N", "C", "N", "H", "H", "H", "H", "H", "H", "H", "H", "H", "H", "H", "H"], "positions_angstrom": [[-0.46, -0.21, 1.03], [1.86, 1.03, 0.23], [-1.27, -1.47, 0.79], [-1.27, 1.06, -0.66], [0.87, 0.19, -0.54], [1.44, -0.92, -1.12], [-0.14, 0.86, -1.35], [-2.47, 1.36, -0.60], [0.83, -1.50, -1.68], [2.20, -1.38, -0.66], [-2.95, 1.45, 0.29], [0.01, 1.11, -2.39], [-0.97, 0.53, 1.64], [0.43, -0.46, 1.62], [1.34, 1.84, 0.75], [2.43, 0.45, 0.95], [2.56, 1.48, -0.48], [-2.21, -1.25, 0.29], [-0.72, -2.18, 0.16], [-1.49, -1.99, 1.72]], "nbo_charge": [-0.55, -0.65, -0.64, 0.54, 0.35, -0.81, -0.59, -0.72, 0.40, 0.38, 0.39, 0.23, 0.21, 0.20, 0.23, 0.20, 0.22, 0.21, 0.19, 0.21], "e_lumo_ev": 0.72, "orbital_gap_ev": 8.320, "homo_ha": -0.27933}

***

Arrangement ii

{"formula": "C6H12N2", "method": "ωB97M-V with the def2-TZVPD basis set", "elements": ["N", "C", "C", "C", "C", "C", "N", "C", "H", "H", "H", "H", "H", "H", "H", "H", "H", "H", "H", "H"], "positions_angstrom": [[-1.79, -0.83, 0.35], [-0.89, -0.05, -0.33], [0.14, -1.06, -1.00], [1.10, -1.28, 0.22], [0.85, -0.12, 1.17], [0.31, 0.79, 0.20], [1.30, 1.41, -0.70], [-1.05, 1.30, -0.09], [-1.81, -0.71, 1.45], [-1.52, -1.97, 0.33], [-0.46, -1.98, -1.07], [0.52, -0.45, -1.78], [0.71, -2.17, 0.74], [2.15, -1.23, 0.06], [0.22, -0.51, 2.02], [1.82, 0.15, 1.93], [1.52, 2.55, -0.47], [0.58, 1.38, -1.59], [-1.91, 1.53, 0.81], [-1.05, 1.97, -1.00]], "nbo_charge": [-0.79, 0.04, -0.37, -0.45, -0.40, 0.02, -0.83, -0.40, 0.36, 0.35, 0.21, 0.23, 0.20, 0.24, 0.21, 0.21, 0.38, 0.34, 0.24, 0.23], "e_lumo_ev": 0.85, "orbital_gap_ev": 8.027, "homo_ha": -0.26373, "smiles": "N[C@]12CCC[C@]1(N)C2"}

***

Best to worst by energy: arrangement i, arrangement ii.

***

Arrangement i

{"formula": "C6H12N2", "method": "ωB97M-V with the def2-TZVPD basis set", "elements": ["C", "C", "C", "C", "C", "C", "H", "H", "H", "H", "H", "H", "H", "H", "H", "H", "H", "H", "N", "N"], "positions_angstrom": [[1.33, 1.65, -0.03], [0.15, 1.12, 0.90], [-0.81, 0.46, -0.06], [-2.02, -0.50, -0.58], [-0.05, -1.74, 0.51], [-0.18, -0.31, 1.20], [2.52, 1.10, -1.68], [2.95, 0.36, -0.16], [2.19, 2.69, 0.47], [0.89, 2.25, -0.99], [-0.09, 1.89, 1.65], [0.03, 0.34, -0.87], [-2.60, -0.33, -1.44], [-2.81, -0.33, 0.20], [-1.41, -2.62, -1.04], [0.74, -1.93, -0.13], [-0.39, -2.55, 1.35], [-1.09, -0.44, 1.87], [1.97, 0.63, -0.81], [-1.33, -1.72, -0.36]], "nbo_charge": [-0.19, -0.21, -0.26, -0.18, -0.19, -0.29, 0.37, 0.35, 0.15, 0.20, 0.23, 0.22, 0.22, 0.15, 0.38, 0.21, 0.20, 0.21, -0.85, -0.70], "e_lumo_ev": 0.86, "orbital_gap_ev": 8.692, "homo_ha": -0.28791}

***

Arrangement ii

{"formula": "C6H12N2", "method": "ωB97M-V with the def2-TZVPD basis set", "elements": ["C", "C", "C", "N", "C", "N", "H", "H", "H", "H", "H", "H", "C", "C", "H", "H", "H", "H", "H", "H"], "positions_angstrom": [[-1.22, 2.58, -0.31], [-0.13, 1.61, -0.64], [0.17, 1.10, -1.96], [1.30, 0.23, -1.58], [1.71, 0.48, -0.26], [0.71, 1.20, 0.36], [-1.92, 2.32, 0.57], [-1.94, 2.68, -1.15], [-0.88, 3.62, 0.03], [-0.28, 0.81, -2.81], [1.88, -0.13, -2.17], [2.60, 0.02, 0.15], [-0.59, -1.61, 0.67], [0.13, -2.52, 1.71], [-0.76, -0.48, 0.84], [-0.20, -1.76, -0.33], [-1.62, -1.89, 0.60], [0.54, -3.38, 1.32], [0.98, -2.07, 2.36], [-0.48, -2.82, 2.60]], "nbo_charge": [-0.65, 0.13, -0.15, -0.50, 0.18, -0.47, 0.23, 0.22, 0.23, 0.21, 0.38, 0.21, -0.64, -0.62, 0.24, 0.20, 0.20, 0.20, 0.20, 0.21], "e_lumo_ev": 0.95, "orbital_gap_ev": 9.556, "homo_ha": -0.31625, "smiles": "Cc1c[nH]cn1.CC"}

***

Arrangement iii

{"formula": "C6H12N2", "method": "ωB97M-V with the def2-TZVPD basis set", "elements": ["C", "C", "C", "N", "C", "N", "H", "H", "H", "H", "H", "H", "C", "C", "H", "H", "H", "H", "H", "H"], "positions_angstrom": [[0.81, -1.37, -1.27], [-0.55, -0.80, -1.00], [-1.59, -1.50, -0.46], [-2.65, -0.63, -0.43], [-2.26, 0.49, -1.09], [-1.01, 0.42, -1.44], [0.79, -2.15, -2.02], [1.08, -1.83, -0.32], [1.59, -0.64, -1.44], [-1.60, -2.46, 0.04], [-3.61, -0.86, -0.22], [-2.92, 1.29, -1.36], [0.82, 1.19, 1.74], [2.16, 1.26, 0.97], [0.79, 1.97, 2.50], [0.05, 1.35, 0.99], [0.61, 0.29, 2.31], [2.97, 1.27, 1.70], [2.15, 2.26, 0.55], [2.36, 0.48, 0.25]], "nbo_charge": [-0.64, 0.10, -0.13, -0.52, 0.16, -0.46, 0.22, 0.22, 0.23, 0.21, 0.41, 0.20, -0.61, -0.60, 0.20, 0.21, 0.20, 0.19, 0.21, 0.20], "e_lumo_ev": 0.92, "orbital_gap_ev": 9.524, "homo_ha": -0.31623, "smiles": "Cc1c[nH]cn1.CC"}

***

Best to worst by energy: arrangement iii, arrangement ii, arrangement i.

***

Arrangement i

{"formula": "C6H12N2", "method": "ωB97M-V with the def2-TZVPD basis set", "elements": ["C", "C", "C", "N", "C", "N", "H", "H", "H", "H", "H", "H", "C", "C", "H", "H", "H", "H", "H", "H"], "positions_angstrom": [[0.51, 0.16, -2.21], [-0.17, 0.77, -1.10], [-1.46, 0.50, -0.80], [-1.91, 1.53, 0.10], [-0.84, 2.36, 0.19], [0.20, 1.98, -0.49], [1.56, 0.38, -2.17], [0.07, 0.42, -3.23], [0.27, -0.94, -2.24], [-2.24, -0.13, -1.07], [-2.66, 1.67, 0.81], [-0.74, 3.25, 0.68], [0.97, -0.78, 1.63], [0.90, -2.24, 1.24], [0.12, -0.19, 1.31], [1.05, -0.73, 2.76], [1.86, -0.20, 1.18], [0.66, -2.32, 0.12], [0.03, -2.70, 1.60], [1.80, -2.79, 1.70]], "nbo_charge": [-0.64, 0.08, -0.11, -0.55, 0.18, -0.46, 0.23, 0.22, 0.22, 0.21, 0.43, 0.19, -0.61, -0.61, 0.21, 0.19, 0.21, 0.20, 0.20, 0.21], "e_lumo_ev": 0.91, "orbital_gap_ev": 9.613, "homo_ha": -0.31977, "smiles": "Cc1c[nH]cn1.CC"}

***

Arrangement ii

{"formula": "C6H12N2", "method": "ωB97M-V with the def2-TZVPD basis set", "elements": ["C", "C", "C", "N", "C", "N", "C", "C", "H", "H", "H", "H", "H", "H", "H", "H", "H", "H", "H", "H"], "positions_angstrom": [[-1.59, -0.44, -1.29], [-0.84, -0.85, -0.04], [-0.63, 0.14, 1.04], [-1.55, 0.62, 1.98], [0.67, 0.42, 0.79], [1.54, 1.42, 1.23], [0.91, -0.59, -0.26], [1.51, -0.14, -1.58], [-1.40, -1.14, -2.11], [-2.66, -0.43, -1.11], [-1.28, 0.56, -1.61], [-1.16, -1.85, 0.30], [-1.15, 0.78, 2.90], [-2.40, 0.08, 2.04], [1.19, 1.95, 2.01], [2.49, 1.11, 1.38], [1.33, -1.54, 0.08], [2.60, -0.13, -1.52], [1.23, -0.83, -2.38], [1.17, 0.86, -1.84]], "nbo_charge": [-0.62, -0.18, 0.08, -0.83, 0.09, -0.82, -0.19, -0.64, 0.21, 0.20, 0.21, 0.18, 0.37, 0.37, 0.37, 0.37, 0.19, 0.21, 0.21, 0.21], "e_lumo_ev": 1.02, "orbital_gap_ev": 7.961, "homo_ha": -0.25494, "smiles": "C[C@@H]1C(N)=C(N)[C@@H]1C"}

***

Best to worst by energy: arrangement i, arrangement ii.

***

Arrangement i

{"formula": "C2H6ClOPS", "method": "ωB97M-V with the def2-TZVPD basis set", "elements": ["C", "C", "O", "P", "S", "Cl", "H", "H", "H", "H", "H", "H"], "positions_angstrom": [[1.26, 1.97, 0.16], [-0.09, -1.97, 0.38], [0.91, 0.90, -0.54], [-2.02, -0.08, -0.35], [-1.34, -1.95, -1.00], [-3.53, 0.10, -1.63], [2.07, 1.62, 0.90], [0.46, 2.41, 0.85], [1.59, 2.78, -0.52], [0.87, -1.85, -0.08], [0.03, -2.89, 0.88], [-0.21, -1.05, 0.94]], "nbo_charge": [-0.31, -0.71, -0.34, 0.43, -0.05, -0.28, 0.21, 0.21, 0.16, 0.23, 0.23, 0.23], "e_lumo_ev": [-0.74, -1.64], "orbital_gap_ev": [8.878, 5.734], "homo_ha": [-0.35341, -0.27109]}

***

Arrangement ii

{"formula": "C2H6ClOPS", "method": "ωB97M-V with the def2-TZVPD basis set", "elements": ["C", "C", "O", "P", "S", "Cl", "H", "H", "H", "H", "H", "H"], "positions_angstrom": [[-2.73, 0.71, -0.65], [3.26, -0.13, 0.08], [-2.06, 0.69, 0.60], [-1.04, -0.38, 1.19], [2.45, -1.28, 1.21], [-1.84, -2.08, 0.54], [-2.70, -0.38, -0.97], [-2.11, 1.29, -1.27], [-3.67, 1.21, -0.46], [4.35, -0.52, -0.04], [3.43, 0.84, 0.54], [2.66, 0.04, -0.77]], "nbo_charge": [-0.25, -0.79, -0.83, 0.86, 0.06, -0.32, 0.20, 0.18, 0.20, 0.25, 0.21, 0.22], "e_lumo_ev": [-0.46, -1.64], "orbital_gap_ev": [8.563, 5.792], "homo_ha": [-0.33155, -0.27318]}

***

Best to worst by energy: arrangement ii, arrangement i.

***

Arrangement i

{"formula": "C4H6N3", "method": "ωB97M-V with the def2-TZVPD basis set", "elements": ["C", "C", "C", "C", "N", "N", "N", "H", "H", "H", "H", "H", "H"], "positions_angstrom": [[0.75, -1.78, -0.21], [0.77, -0.61, 0.41], [-0.34, 1.17, -0.99], [-1.14, 0.90, 0.28], [1.05, -2.41, 1.11], [1.07, -1.33, 1.72], [0.33, 0.72, 0.23], [0.51, -2.34, -1.09], [-0.38, 0.28, -1.79], [-0.28, 2.18, -1.29], [-1.43, 1.83, 0.62], [-1.75, 0.05, 0.15], [0.84, 1.35, 0.83]], "nbo_charge": [-0.06, 0.18, -0.19, -0.21, -0.04, -0.06, -0.39, 0.25, 0.26, 0.26, 0.25, 0.26, 0.47], "total_charge": 1, "e_lumo_ev": -5.51, "orbital_gap_ev": 9.024, "homo_ha": -0.53406}

***

Arrangement ii

{"formula": "C4H6N3", "method": "ωB97M-V with the def2-TZVPD basis set", "elements": ["C", "C", "C", "C", "N", "N", "N", "H", "H", "H", "H", "H", "H"], "positions_angstrom": [[2.20, 0.64, -0.02], [1.13, -0.33, -0.01], [-0.21, -0.02, -0.02], [-1.18, -1.01, 0.00], [-2.47, -0.79, 0.00], [-3.12, 0.23, 0.01], [-3.86, 1.05, 0.01], [3.06, 0.28, -0.59], [1.89, 1.62, -0.36], [2.59, 0.75, 1.00], [1.40, -1.38, 0.03], [-0.52, 1.02, -0.04], [-0.91, -2.06, 0.00]], "nbo_charge": [-0.70, 0.14, -0.38, 0.25, -0.28, 0.27, 0.19, 0.27, 0.25, 0.29, 0.22, 0.24, 0.25], "total_charge": 1, "e_lumo_ev": [-6.39, -6.39], "orbital_gap_ev": [8.739, 8.738], "homo_ha": [-0.55590, -0.55588], "smiles": "C/C=C/C=N\\[N+]#N"}

***

Arrangement iii

{"formula": "C4H6N3", "method": "ωB97M-V with the def2-TZVPD basis set", "elements": ["C", "C", "N", "N", "C", "N", "C", "H", "H", "H", "H", "H", "H"], "positions_angstrom": [[0.99, 1.04, 0.08], [-0.28, 1.42, 0.22], [-1.82, 0.65, -0.20], [-1.80, -0.53, -0.08], [-0.59, -1.44, 0.34], [0.60, -1.24, 0.11], [1.45, -0.28, -0.47], [1.58, 1.82, 0.47], [-0.59, 2.45, 0.56], [-2.68, -0.94, -0.16], [-0.82, -2.29, 0.92], [1.52, -0.01, -1.58], [2.45, -0.66, -0.19]], "nbo_charge": [-0.16, -0.08, 0.09, -0.18, 0.23, -0.30, -0.32, 0.27, 0.26, 0.42, 0.23, 0.28, 0.26], "total_charge": 1, "e_lumo_ev": -5.93, "orbital_gap_ev": 8.672, "homo_ha": -0.53642, "smiles": "C1=CN=[NH+]C=NC1"}

***

Arrangement iv

{"formula": "C4H6N3", "method": "ωB97M-V with the def2-TZVPD basis set", "elements": ["C", "C", "C", "C", "N", "N", "N", "H", "H", "H", "H", "H", "H"], "positions_angstrom": [[-1.02, 0.79, -0.21], [0.34, -0.96, 0.12], [-1.08, -0.72, 0.13], [1.27, 0.85, -0.02], [0.05, 1.41, -0.21], [1.11, -0.21, 0.99], [0.95, -0.72, -0.97], [-1.99, 1.35, -0.16], [-1.81, -0.76, 1.08], [-1.59, -1.25, -0.68], [2.31, 1.34, -0.15], [0.74, -0.01, 1.96], [0.72, -1.10, -1.89]], "nbo_charge": [0.24, 0.50, -0.55, 0.39, -0.42, -0.59, -0.54, 0.26, 0.30, 0.28, 0.30, 0.42, 0.43], "total_charge": 1, "e_lumo_ev": -5.58, "orbital_gap_ev": 9.500, "homo_ha": -0.55426}

***

Best to worst by energy: arrangement ii, arrangement iv, arrangement iii, arrangement i.